1.
62
Properties=species:S:1:pos:R:3 method="wB97M-V/def2-TZVPD" de_lowest_kj_mol=319.34 mol_weight_g_mol=629.68 e_homo_ev=-4.152 multiplicity=1 charge=-1
Fe 0.9069 -0.4198 -0.3216
S 2.9827 -1.3119 0.4063
C 2.4277 -2.6705 1.3370
C 3.2253 -3.2559 2.3326
C 2.7853 -4.3450 3.0601
C 1.5321 -4.9075 2.8268
C 0.7282 -4.3546 1.8445
C 1.1735 -3.2580 1.1170
S 0.1257 -2.5651 -0.1364
C 0.9589 -3.2018 -1.6337
C 1.3849 -2.1329 -2.6021
C 1.7434 -2.4787 -3.8967
C 2.2048 -1.4949 -4.7536
C 2.2969 -0.1954 -4.2899
C 1.9056 0.0854 -2.9881
C 2.0097 1.4977 -2.4659
S 1.7732 1.6585 -0.6559
C 0.3365 2.7074 -0.6707
C 0.5071 4.0787 -0.5394
C -0.5824 4.9310 -0.6246
C -1.8395 4.3859 -0.8590
C -2.0098 3.0202 -0.9847
C -0.9295 2.1325 -0.8672
S -1.1653 0.4116 -0.9243
N 1.4502 -0.8692 -2.1721
H 4.1897 -2.8114 2.5409
H 3.4207 -4.7548 3.8367
H 1.1848 -5.7494 3.4110
H -0.2579 -4.7569 1.6438
H 0.2991 -3.9102 -2.1360
H 1.8450 -3.7372 -1.2905
H 1.6695 -3.5103 -4.2141
H 2.4978 -1.7400 -5.7665
H 2.6661 0.6018 -4.9214
H 1.2599 2.1266 -2.9456
H 2.9904 1.8988 -2.7276
H 1.5023 4.4679 -0.3596
H -0.4566 5.9985 -0.5002
H -2.7045 5.0347 -0.9304
H -2.9990 2.6133 -1.1581
C -1.4997 -0.9787 2.7004
S -0.2771 0.3644 2.8285
O 0.5139 -0.0278 4.0163
O -3.9576 2.8245 1.6576
O 0.4846 0.1369 1.5437
H -2.2161 -0.8829 3.5171
H -0.9427 -1.9126 2.7902
H -2.0093 -0.9063 1.7383
N -3.4137 1.5034 1.5762
C -4.9888 2.9229 2.5386
C -5.4492 1.8844 3.3386
C -6.5141 2.1174 4.1991
C -7.1223 3.3611 4.2751
C -6.6477 4.3921 3.4722
C -5.5887 4.1796 2.6086
H -2.4218 1.6386 1.7755
H -3.4636 1.2865 0.5840
H -4.9671 0.9209 3.2808
H -6.8679 1.3057 4.8233
H -7.9504 3.5284 4.9514
H -7.1060 5.3725 3.5197
H -5.2044 4.9724 1.9795

2.
55
Properties=species:S:1:pos:R:3 method="wB97M-V/def2-TZVPD" de_lowest_kj_mol=103.80 mol_weight_g_mol=397.50 e_homo_ev=-11.201 multiplicity=1 charge=+1
H 1.9622 2.4033 1.2913
C 2.1359 -1.4753 -1.3742
H 3.1969 -1.4247 -1.1526
C 1.2409 -2.0470 -0.4600
C -0.1323 -1.9860 -0.6798
N -0.6158 -1.5058 -1.8613
C -1.9377 -1.7775 -2.3147
C -2.1478 -1.9154 -3.6970
C -3.3576 -2.3720 -4.1854
C -4.4573 -2.4711 -3.2958
O -5.6591 -2.7727 -3.8425
C -6.8617 -2.5074 -3.0987
C -4.2824 -2.2378 -1.9071
C -3.0122 -1.9218 -1.4251
C 0.2364 -0.7986 -2.6794
C 1.5544 -0.6140 -2.3324
C 2.1372 0.6370 -2.8843
N 3.1862 1.1321 -2.1286
O 1.7094 1.1727 -3.8953
H 1.6187 -2.5114 0.4523
H -0.8458 -2.4320 0.0015
H -1.3301 -1.7383 -4.3936
H -3.4719 -2.6526 -5.2317
H -7.6636 -2.8262 -3.7625
H -6.8834 -3.0743 -2.1630
H -6.9426 -1.4398 -2.8753
H -5.1166 -2.3426 -1.2086
H -2.8510 -1.7899 -0.3527
H -0.2555 -0.2697 -3.4908
H 3.1302 0.9312 -1.1412
H 3.3995 2.1073 -2.2772
C 1.7917 1.4312 1.8087
C 0.3657 1.6247 2.3885
C -0.7851 0.9084 1.9599
C -2.0849 1.3508 2.2726
C -2.2437 2.4606 3.1175
C -1.1230 3.1464 3.5903
C 0.1550 2.7390 3.2025
C 3.1127 1.2414 2.6210
C 4.1499 0.3919 2.1430
C 5.4975 0.5986 2.4937
C 5.8163 1.6023 3.4185
C 4.7939 2.3443 4.0175
C 3.4518 2.0710 3.7046
H 1.7370 0.6258 1.0444
H -0.6808 0.0189 1.3327
H -2.9726 0.8325 1.8706
H -3.2453 2.7743 3.4072
H -1.2481 4.0067 4.2467
H 1.0091 3.3326 3.5063
H 3.9088 -0.4449 1.4793
H 6.3012 -0.0109 2.0518
H 6.8617 1.7983 3.6578
H 5.0638 3.1454 4.7102
H 2.6838 2.5309 4.3204

Repeat the first record exactly.
62
Properties=species:S:1:pos:R:3 method="wB97M-V/def2-TZVPD" de_lowest_kj_mol=319.34 mol_weight_g_mol=629.68 e_homo_ev=-4.152 multiplicity=1 charge=-1
Fe 0.9069 -0.4198 -0.3216
S 2.9827 -1.3119 0.4063
C 2.4277 -2.6705 1.3370
C 3.2253 -3.2559 2.3326
C 2.7853 -4.3450 3.0601
C 1.5321 -4.9075 2.8268
C 0.7282 -4.3546 1.8445
C 1.1735 -3.2580 1.1170
S 0.1257 -2.5651 -0.1364
C 0.9589 -3.2018 -1.6337
C 1.3849 -2.1329 -2.6021
C 1.7434 -2.4787 -3.8967
C 2.2048 -1.4949 -4.7536
C 2.2969 -0.1954 -4.2899
C 1.9056 0.0854 -2.9881
C 2.0097 1.4977 -2.4659
S 1.7732 1.6585 -0.6559
C 0.3365 2.7074 -0.6707
C 0.5071 4.0787 -0.5394
C -0.5824 4.9310 -0.6246
C -1.8395 4.3859 -0.8590
C -2.0098 3.0202 -0.9847
C -0.9295 2.1325 -0.8672
S -1.1653 0.4116 -0.9243
N 1.4502 -0.8692 -2.1721
H 4.1897 -2.8114 2.5409
H 3.4207 -4.7548 3.8367
H 1.1848 -5.7494 3.4110
H -0.2579 -4.7569 1.6438
H 0.2991 -3.9102 -2.1360
H 1.8450 -3.7372 -1.2905
H 1.6695 -3.5103 -4.2141
H 2.4978 -1.7400 -5.7665
H 2.6661 0.6018 -4.9214
H 1.2599 2.1266 -2.9456
H 2.9904 1.8988 -2.7276
H 1.5023 4.4679 -0.3596
H -0.4566 5.9985 -0.5002
H -2.7045 5.0347 -0.9304
H -2.9990 2.6133 -1.1581
C -1.4997 -0.9787 2.7004
S -0.2771 0.3644 2.8285
O 0.5139 -0.0278 4.0163
O -3.9576 2.8245 1.6576
O 0.4846 0.1369 1.5437
H -2.2161 -0.8829 3.5171
H -0.9427 -1.9126 2.7902
H -2.0093 -0.9063 1.7383
N -3.4137 1.5034 1.5762
C -4.9888 2.9229 2.5386
C -5.4492 1.8844 3.3386
C -6.5141 2.1174 4.1991
C -7.1223 3.3611 4.2751
C -6.6477 4.3921 3.4722
C -5.5887 4.1796 2.6086
H -2.4218 1.6386 1.7755
H -3.4636 1.2865 0.5840
H -4.9671 0.9209 3.2808
H -6.8679 1.3057 4.8233
H -7.9504 3.5284 4.9514
H -7.1060 5.3725 3.5197
H -5.2044 4.9724 1.9795

What did the first record say?
62
Properties=species:S:1:pos:R:3 method="wB97M-V/def2-TZVPD" de_lowest_kj_mol=319.34 mol_weight_g_mol=629.68 e_homo_ev=-4.152 multiplicity=1 charge=-1
Fe 0.9069 -0.4198 -0.3216
S 2.9827 -1.3119 0.4063
C 2.4277 -2.6705 1.3370
C 3.2253 -3.2559 2.3326
C 2.7853 -4.3450 3.0601
C 1.5321 -4.9075 2.8268
C 0.7282 -4.3546 1.8445
C 1.1735 -3.2580 1.1170
S 0.1257 -2.5651 -0.1364
C 0.9589 -3.2018 -1.6337
C 1.3849 -2.1329 -2.6021
C 1.7434 -2.4787 -3.8967
C 2.2048 -1.4949 -4.7536
C 2.2969 -0.1954 -4.2899
C 1.9056 0.0854 -2.9881
C 2.0097 1.4977 -2.4659
S 1.7732 1.6585 -0.6559
C 0.3365 2.7074 -0.6707
C 0.5071 4.0787 -0.5394
C -0.5824 4.9310 -0.6246
C -1.8395 4.3859 -0.8590
C -2.0098 3.0202 -0.9847
C -0.9295 2.1325 -0.8672
S -1.1653 0.4116 -0.9243
N 1.4502 -0.8692 -2.1721
H 4.1897 -2.8114 2.5409
H 3.4207 -4.7548 3.8367
H 1.1848 -5.7494 3.4110
H -0.2579 -4.7569 1.6438
H 0.2991 -3.9102 -2.1360
H 1.8450 -3.7372 -1.2905
H 1.6695 -3.5103 -4.2141
H 2.4978 -1.7400 -5.7665
H 2.6661 0.6018 -4.9214
H 1.2599 2.1266 -2.9456
H 2.9904 1.8988 -2.7276
H 1.5023 4.4679 -0.3596
H -0.4566 5.9985 -0.5002
H -2.7045 5.0347 -0.9304
H -2.9990 2.6133 -1.1581
C -1.4997 -0.9787 2.7004
S -0.2771 0.3644 2.8285
O 0.5139 -0.0278 4.0163
O -3.9576 2.8245 1.6576
O 0.4846 0.1369 1.5437
H -2.2161 -0.8829 3.5171
H -0.9427 -1.9126 2.7902
H -2.0093 -0.9063 1.7383
N -3.4137 1.5034 1.5762
C -4.9888 2.9229 2.5386
C -5.4492 1.8844 3.3386
C -6.5141 2.1174 4.1991
C -7.1223 3.3611 4.2751
C -6.6477 4.3921 3.4722
C -5.5887 4.1796 2.6086
H -2.4218 1.6386 1.7755
H -3.4636 1.2865 0.5840
H -4.9671 0.9209 3.2808
H -6.8679 1.3057 4.8233
H -7.9504 3.5284 4.9514
H -7.1060 5.3725 3.5197
H -5.2044 4.9724 1.9795